Entry 1:
121
Properties=species:S:1:pos:R:3:mulliken_charge:R:1 method="wB97M-V/def2-TZVPD" charge=+1 e_homo_ev="-8.97 / -8.97" lumo_energy_ev="-2.739 / -2.745" orbital_gap_ev="6.23 / 6.22" relative_energy_kj_mol=0.0
Ni -0.84 0.87 -0.25 0.774
C -2.79 -1.35 -4.23 -1.658
C -2.67 -0.75 -2.83 1.778
C -3.85 0.17 -2.51 -1.609
P -1.11 0.11 -2.36 0.597
C 0.29 -0.88 -3.06 1.339
C 0.49 -0.69 -4.56 -1.834
C 1.59 -0.56 -2.33 -1.774
C -1.03 1.70 -3.19 -0.947
C -1.47 2.02 -4.46 -0.076
C -1.26 3.28 -5.01 0.522
C -1.78 3.64 -6.38 -1.761
C -0.55 4.21 -4.24 -1.094
C -0.09 3.91 -2.98 -0.266
C -0.33 2.64 -2.42 -0.529
N 0.04 2.28 -1.13 1.054
C 1.07 2.94 -0.44 -0.678
C 2.24 3.40 -1.04 -0.081
C 3.23 3.98 -0.26 -1.283
C 3.08 4.12 1.12 0.402
C 4.19 4.69 1.96 -1.562
C 1.90 3.68 1.70 -0.588
C 0.90 3.10 0.94 0.166
P -0.67 2.37 1.46 1.225
C -0.58 1.94 3.25 1.304
C -0.57 3.12 4.23 -1.854
C 0.58 0.97 3.50 -0.985
C -1.93 3.72 1.40 0.426
C -2.08 4.31 0.01 -1.564
C -3.27 3.20 1.93 -1.315
H -3.75 -1.86 -4.33 0.510
H -2.01 -2.08 -4.43 0.381
H -2.75 -0.59 -5.02 0.198
H -2.66 -1.60 -2.15 -0.144
H -3.96 0.93 -3.29 0.339
H -3.73 0.70 -1.56 0.300
H -4.79 -0.39 -2.49 0.502
H 0.01 -1.92 -2.85 0.365
H 0.76 0.34 -4.78 0.336
H -0.38 -0.94 -5.16 0.419
H 1.31 -1.33 -4.89 0.469
H 1.96 0.43 -2.62 0.217
H 2.35 -1.29 -2.61 0.810
H 1.50 -0.56 -1.24 -0.172
H -1.99 1.28 -5.06 0.066
H -1.85 2.76 -7.02 0.378
H -1.13 4.36 -6.87 0.408
H -2.77 4.08 -6.31 0.311
H -0.36 5.19 -4.65 0.424
H 0.44 4.66 -2.41 0.518
H 2.39 3.26 -2.10 0.508
H 4.15 4.30 -0.73 0.343
H 4.89 5.27 1.37 0.421
H 4.76 3.88 2.44 0.232
H 3.80 5.33 2.75 0.378
H 1.79 3.79 2.77 0.081
H -1.54 1.42 3.38 -0.353
H 0.32 3.74 4.11 0.145
H -0.56 2.73 5.25 0.506
H -1.44 3.75 4.12 0.393
H 1.54 1.46 3.34 0.388
H 0.55 0.12 2.81 0.059
H 0.57 0.62 4.54 0.492
H -1.54 4.50 2.07 0.655
H -2.41 3.55 -0.71 0.108
H -1.14 4.73 -0.36 0.342
H -2.83 5.10 0.03 0.603
H -3.60 2.31 1.38 0.095
H -4.04 3.97 1.80 0.569
H -3.24 2.93 2.98 0.182
C 5.01 -1.34 -1.29 -1.145
N 4.42 -1.95 -0.11 0.436
C 3.85 -1.27 0.92 -0.501
Se 3.60 0.53 1.08 -0.268
N 3.52 -2.21 1.85 0.302
C 3.89 -3.48 1.43 0.147
C 3.80 -4.73 2.02 -0.872
C 4.31 -5.81 1.30 -0.650
C 4.89 -5.63 0.04 -0.703
C 4.98 -4.38 -0.54 -0.527
C 4.47 -3.31 0.17 0.813
H 4.73 -0.30 -1.30 0.230
H 4.64 -1.84 -2.18 0.404
H 6.10 -1.43 -1.25 0.359
H 3.03 -1.96 2.69 0.270
H 3.37 -4.87 3.00 0.487
H 4.26 -6.80 1.73 0.419
H 5.28 -6.49 -0.49 0.414
H 5.44 -4.24 -1.51 0.460
F -0.45 -4.95 -0.58 -0.164
C 0.74 -4.38 -0.73 0.544
F 1.67 -5.27 -0.43 -0.196
F 0.88 -4.03 -2.01 -0.235
S -0.21 -2.32 0.73 -0.171
O 0.42 -1.03 0.77 -2.117
O -1.36 -2.46 -0.12 -0.951
N -0.38 -2.82 2.22 0.289
S -0.77 -4.40 2.47 0.351
O 0.95 -3.28 0.08 0.748
O -2.21 -4.52 2.78 -0.741
C 0.00 -4.41 4.18 0.656
F 0.13 -5.67 4.58 -0.229
F 1.20 -3.83 4.22 -0.184
F -0.79 -3.77 5.05 -0.237
N -1.63 -1.19 4.23 0.657
C -3.09 -1.44 3.99 -0.974
P -3.50 -0.81 2.29 1.393
O -4.70 0.06 2.25 -0.939
O -2.19 -0.38 1.71 0.537
C -4.01 -2.37 1.45 -0.645
N -4.14 -1.94 0.03 0.193
H -1.40 -0.20 4.18 0.194
H -1.10 -1.67 3.47 -0.327
H -1.33 -1.57 5.13 0.614
H -3.69 -0.96 4.76 0.503
H -3.22 -2.52 4.02 0.458
H -4.98 -2.72 1.82 0.510
H -3.27 -3.17 1.50 0.256
H -3.19 -1.78 -0.31 -0.638
H -4.67 -1.07 -0.01 0.412
H -4.59 -2.64 -0.57 0.446



Entry 2:
73
Properties=species:S:1:pos:R:3:mulliken_charge:R:1 method="wB97M-V/def2-TZVPD" charge=+2 e_homo_ev=-13.56 lumo_energy_ev=-6.852 orbital_gap_ev=6.70 relative_energy_kj_mol=53.1
Ti -0.11 0.42 -0.13 -0.570
C 6.80 0.16 -1.29 -0.510
C 6.08 -0.99 -0.97 -0.840
C 4.77 -0.89 -0.55 0.003
C 4.18 0.37 -0.44 0.339
C 4.90 1.52 -0.75 -0.490
C 6.22 1.41 -1.18 -0.699
P 2.46 0.54 0.13 1.661
C 1.70 -0.88 -0.81 -0.009
C 1.42 -2.15 -0.29 -0.292
C 1.04 -3.18 -1.15 -0.836
C 0.94 -2.95 -2.52 -0.496
C 1.21 -1.69 -3.04 -0.916
C 1.56 -0.65 -2.20 -0.059
C 2.44 -0.04 1.86 0.678
C 3.61 -0.19 2.56 -0.934
C 3.59 -0.52 3.93 -1.050
C 2.39 -0.65 4.58 -0.913
C 1.17 -0.47 3.90 -0.069
C -0.07 -0.57 4.58 -0.872
C -1.25 -0.38 3.92 -1.241
C -1.25 -0.09 2.54 0.420
C -0.07 0.01 1.84 1.001
C 1.18 -0.16 2.51 0.975
H 7.82 0.07 -1.64 0.424
H 6.55 -1.96 -1.05 0.437
H 4.20 -1.78 -0.31 0.403
H 4.44 2.49 -0.65 0.430
H 6.78 2.30 -1.43 0.432
H 1.54 -2.35 0.77 0.473
H 0.82 -4.16 -0.75 0.502
H 0.66 -3.76 -3.18 0.464
H 1.17 -1.53 -4.11 0.498
H 1.84 0.32 -2.61 0.475
H 4.56 -0.06 2.07 0.512
H 4.52 -0.66 4.46 0.468
H 2.37 -0.89 5.64 0.459
H -0.06 -0.80 5.64 0.452
H -2.19 -0.45 4.45 0.489
H -2.21 0.03 2.05 0.210
F -7.01 0.58 0.49 -0.263
C -5.80 0.17 0.18 0.511
C -4.75 1.08 0.11 -0.208
F -4.94 2.37 0.32 -0.278
C -3.50 0.59 -0.20 -0.785
F -2.45 1.45 -0.27 0.260
C -3.22 -0.74 -0.44 0.981
S -1.60 -1.25 -0.83 -0.400
C -4.29 -1.63 -0.36 0.212
F -4.07 -2.92 -0.57 -0.291
C -5.56 -1.18 -0.05 0.204
F -6.57 -2.04 0.02 -0.254
C -0.56 3.39 -2.48 -0.891
N -0.29 4.09 -1.23 0.289
C -0.27 5.55 -1.33 -0.642
C -0.60 6.18 0.01 -0.727
C 0.28 5.57 1.09 -0.568
N 0.17 4.11 1.06 0.194
C 0.44 3.38 2.30 -0.903
C -0.08 3.47 -0.07 0.084
O -0.09 2.16 -0.03 0.245
H -1.52 3.72 -2.88 0.360
H -0.61 2.32 -2.33 0.093
H 0.22 3.61 -3.21 0.336
H -1.02 5.85 -2.06 0.386
H 0.71 5.87 -1.69 0.340
H -1.65 6.01 0.26 0.319
H -0.43 7.26 -0.03 0.380
H -0.05 5.91 2.07 0.373
H 1.32 5.86 0.96 0.290
H 0.18 4.01 3.14 0.473
H 1.50 3.12 2.38 0.319
H -0.15 2.47 2.34 0.158



Number 1: DFT total energy -8592.11741 hartree. Number 2: DFT total energy -3585.01965 hartree.